Entry 1:
This record from OMol25 describes 15 unconnected molecules or ions with the total composition C46H94B7F28N14O2 at a distorted geometry. The level of theory is ωB97M-V/def2-TZVPD.

Output
LUMO level (eV): -3.747
Calculated total energy (eV): -155026.195
Energy relative to the best compared isomer or geometry (same formula, charge and spin) (kcal per mole): 337.0
Maximum force (eV Å⁻¹): 6.07

```
! wB97M-V def2-TZVPD RIJCOSX def2/J DEFGRID3
* xyz 1 1
C -13.86 -22.08 8.18
C -14.43 -20.95 9.11
N -14.42 -19.67 8.45
C -15.27 -19.24 7.46
C -15.15 -17.87 7.39
N -14.24 -17.38 8.38
C -13.70 -18.55 8.87
C -13.93 -16.02 8.81
H -13.92 -22.99 8.78
H -12.83 -21.98 7.81
H -14.43 -22.24 7.26
H -13.89 -20.95 10.06
H -15.47 -21.15 9.37
H -15.97 -19.97 7.07
H -15.74 -17.14 6.85
H -13.06 -18.55 9.74
H -13.24 -16.05 9.65
H -14.87 -15.57 9.12
H -13.55 -15.39 8.00
C -8.64 -16.56 17.79
C -10.06 -16.06 17.55
N -10.12 -14.77 16.98
C -9.89 -13.63 17.75
C -9.96 -12.57 16.85
N -10.25 -13.02 15.59
C -10.30 -14.38 15.67
C -10.21 -12.23 14.36
H -8.04 -16.72 16.90
H -8.65 -17.50 18.34
H -8.15 -15.73 18.31
H -10.75 -16.07 18.39
H -10.64 -16.60 16.80
H -9.71 -13.62 18.81
H -9.85 -11.50 17.01
H -10.59 -15.05 14.87
H -9.44 -11.46 14.46
H -11.23 -11.84 14.27
H -9.99 -12.92 13.55
C -11.03 -0.69 16.82
C -11.84 0.22 15.84
N -10.92 0.64 14.83
C -10.60 -0.06 13.66
C -9.61 0.64 12.92
N -9.46 1.88 13.55
C -10.27 1.87 14.69
C -8.51 2.98 13.13
H -10.07 -0.20 17.00
H -10.83 -1.59 16.25
H -11.49 -1.00 17.76
H -12.35 1.03 16.38
H -12.61 -0.33 15.31
H -10.99 -1.04 13.47
H -9.06 0.37 12.03
H -10.37 2.71 15.35
H -9.03 3.60 12.40
H -7.65 2.51 12.63
H -8.27 3.60 13.99
C -15.15 -6.60 16.72
C -14.58 -7.80 15.97
N -15.54 -8.20 15.01
C -16.23 -9.33 15.06
C -17.00 -9.46 13.87
N -16.87 -8.27 13.16
C -15.98 -7.51 13.92
C -17.48 -7.85 11.98
H -15.25 -5.71 16.08
H -14.69 -6.46 17.70
H -16.07 -6.91 17.20
H -14.25 -8.69 16.50
H -13.70 -7.38 15.48
H -16.16 -9.95 15.94
H -17.68 -10.22 13.54
H -15.63 -6.51 13.68
H -16.82 -7.21 11.39
H -18.40 -7.29 12.17
H -17.88 -8.59 11.29
C -13.67 -13.37 1.48
C -12.20 -12.97 1.02
N -12.09 -11.49 0.92
C -12.49 -10.46 1.74
C -11.98 -9.23 1.28
N -11.34 -9.51 0.10
C -11.50 -10.82 -0.12
C -10.63 -8.55 -0.61
H -13.97 -14.41 1.34
H -14.53 -12.89 1.03
H -13.77 -13.19 2.55
H -11.95 -13.53 0.12
H -11.44 -13.32 1.71
H -13.17 -10.61 2.57
H -11.99 -8.27 1.77
H -11.17 -11.31 -1.02
H -10.33 -8.97 -1.57
H -9.78 -8.07 -0.12
H -11.29 -7.75 -0.95
C -22.45 -8.32 5.54
C -22.00 -7.60 6.84
N -21.27 -6.38 6.53
C -19.90 -6.27 6.52
C -19.47 -4.95 6.41
N -20.64 -4.19 6.35
C -21.71 -5.05 6.54
C -20.71 -2.75 6.14
H -23.16 -9.15 5.61
H -21.68 -8.63 4.84
H -23.03 -7.58 4.99
H -21.39 -8.25 7.47
H -22.86 -7.39 7.48
H -19.31 -7.17 6.44
H -18.50 -4.51 6.29
H -22.75 -4.76 6.64
H -21.44 -2.19 6.73
H -20.89 -2.60 5.08
H -19.79 -2.24 6.41
C -4.00 -5.14 13.55
N -3.34 -5.58 12.23
C -3.07 -7.11 12.37
C -4.40 -5.49 11.07
C -2.07 -4.73 11.89
C -0.90 -4.70 12.87
O -1.26 -4.01 14.06
H -4.50 -4.17 13.51
H -3.29 -5.23 14.37
H -4.79 -5.86 13.77
H -2.45 -7.18 13.27
H -2.54 -7.36 11.46
H -3.96 -7.71 12.50
H -3.75 -5.70 10.23
H -4.64 -4.45 11.28
H -5.22 -6.15 11.35
H -2.39 -3.69 11.77
H -1.76 -4.93 10.87
H -0.12 -4.14 12.34
H -0.54 -5.70 13.10
H -0.51 -3.97 14.66
C -10.12 -5.98 8.37
N -11.58 -6.51 8.08
C -12.59 -5.46 8.59
C -11.73 -6.57 6.54
C -11.80 -7.83 8.84
C -12.76 -8.74 8.11
O -14.07 -8.37 8.10
H -10.14 -5.56 9.38
H -9.94 -5.13 7.71
H -9.49 -6.86 8.30
H -12.53 -4.56 7.98
H -12.37 -5.32 9.65
H -13.59 -5.89 8.47
H -11.45 -5.59 6.16
H -12.75 -6.91 6.40
H -11.05 -7.32 6.12
H -12.24 -7.59 9.81
H -10.87 -8.34 9.06
H -12.82 -9.70 8.64
H -12.44 -8.99 7.10
H -14.60 -9.05 7.67
B -7.58 -3.36 3.03
F -6.38 -3.01 2.51
F -8.44 -2.50 2.41
F -7.90 -4.67 2.66
F -7.50 -3.12 4.44
B -17.36 -11.87 5.71
F -18.09 -13.05 5.54
F -17.80 -11.16 6.75
F -15.98 -12.15 5.81
F -17.55 -11.23 4.49
B -16.11 -1.67 10.32
F -14.99 -1.22 10.97
F -16.57 -2.84 10.78
F -17.06 -0.66 10.48
F -16.01 -1.74 8.98
B -14.96 -4.26 3.17
F -15.08 -5.59 3.45
F -14.24 -3.52 4.18
F -14.29 -4.10 1.99
F -16.22 -3.74 3.00
B -9.79 -5.63 13.95
F -8.94 -4.54 13.73
F -9.68 -6.68 13.03
F -9.47 -6.15 15.21
F -11.07 -5.14 13.96
B -9.16 -11.98 6.88
F -9.44 -10.74 6.39
F -9.74 -12.07 8.09
F -9.76 -12.89 6.08
F -7.75 -12.26 6.95
B -10.74 1.08 6.83
F -11.43 0.40 7.76
F -9.55 1.45 7.38
F -10.56 0.38 5.66
F -11.29 2.28 6.45
*
```


Entry 2:
This record from OMol25 describes a molecular structure, C34H32FeIO3PS4 at a distorted geometry. The level of theory is ωB97M-V/def2-TZVPD.

Output
LUMO level (alpha / beta) (eV): 0.391 / 0.386
⟨S²⟩: 6.017
Calculated total energy (eV): -137036.846
Energy relative to the best compared isomer or geometry (same formula, charge and spin) (kcal per mole): 10.2
Maximum force (eV Å⁻¹): 2.18

```
! wB97M-V def2-TZVPD RIJCOSX def2/J DEFGRID3
* xyz 0 5
Fe -0.13 1.51 0.41
I -1.22 3.48 2.12
C -1.85 2.04 3.54
C -2.54 2.44 4.65
C -2.95 1.48 5.60
C -2.65 0.16 5.40
C -1.94 -0.26 4.25
C -1.62 -1.62 4.05
C -0.88 -1.99 2.98
C -0.45 -1.03 2.04
C -0.77 0.30 2.12
C -1.51 0.69 3.28
H -2.78 3.48 4.82
H -3.49 1.79 6.48
H -2.95 -0.58 6.13
H -1.96 -2.36 4.78
H -0.63 -3.04 2.83
H 0.13 -1.40 1.20
O -1.96 1.92 -0.68
S -1.25 2.95 -1.49
O -0.40 2.03 -2.67
O -0.07 3.40 -0.68
C -1.19 1.13 -3.35
C -1.59 1.41 -4.64
C -2.44 0.53 -5.29
C -2.89 -0.61 -4.64
C -2.45 -0.89 -3.36
C -1.56 -0.03 -2.70
P -0.79 -0.39 -1.07
C 0.48 -1.59 -1.59
C 1.63 -1.69 -0.81
C 2.67 -2.54 -1.17
C 2.58 -3.28 -2.34
C 1.44 -3.18 -3.14
C 0.40 -2.33 -2.77
C -2.14 -1.43 -0.42
C -2.18 -2.81 -0.57
C -3.29 -3.52 -0.14
C -4.37 -2.85 0.43
C -4.32 -1.47 0.59
C -3.21 -0.76 0.17
H -1.26 2.32 -5.11
H -2.78 0.75 -6.30
H -3.58 -1.29 -5.13
H -2.81 -1.79 -2.86
H 1.75 -1.07 0.07
H 3.55 -2.60 -0.55
H 3.38 -3.94 -2.63
H 1.36 -3.75 -4.05
H -0.46 -2.26 -3.42
H -1.34 -3.33 -1.01
H -3.33 -4.59 -0.27
H -5.24 -3.41 0.75
H -5.16 -0.95 1.04
H -3.18 0.31 0.30
C 4.78 1.10 1.55
C 3.61 1.19 2.53
S 1.99 1.72 1.86
C 2.43 3.28 1.05
C 2.75 3.17 -0.45
S 1.97 1.72 -1.22
C 3.38 0.87 -2.02
C 4.69 0.70 -1.27
S 4.59 -0.20 0.31
H 5.68 0.89 2.13
H 4.94 2.06 1.06
H 3.85 1.88 3.34
H 3.43 0.21 2.99
H 3.25 3.75 1.60
H 1.56 3.91 1.18
H 3.82 3.12 -0.63
H 2.37 4.05 -0.96
H 3.58 1.39 -2.96
H 2.96 -0.11 -2.29
H 5.19 1.65 -1.07
H 5.38 0.14 -1.90
*
```


Entry 3:
This record from OMol25 describes 6 unconnected molecules or ions with the total composition C16H48ClN5O8 at a distorted geometry. The level of theory is ωB97M-V/def2-TZVPD.

Output
LUMO level (eV): 0.184
Calculated total energy (eV): -53714.195
Energy relative to the best compared isomer or geometry (same formula, charge and spin) (kcal per mole): 0.0
Maximum force (eV Å⁻¹): 2.50

```
! wB97M-V def2-TZVPD RIJCOSX def2/J DEFGRID3
* xyz 0 1
N -0.38 -0.37 -0.87
H -0.91 -0.28 -1.77
H -0.21 0.58 -0.48
H 0.46 -0.94 -1.00
H -0.98 -0.95 -0.23
Cl 2.87 -2.21 -2.24
O 3.91 -3.17 -2.06
O 1.69 -2.66 -1.53
O 3.16 -0.89 -1.74
O 2.63 -2.21 -3.67
C 1.35 2.39 -2.31
C 1.82 2.17 -0.89
C 2.81 3.22 -0.38
O 3.14 2.93 0.95
C 4.11 3.76 1.51
N 0.64 2.18 0.00
H 1.35 3.45 -2.59
H 0.35 2.04 -2.53
H 2.01 1.93 -3.05
H 2.27 1.18 -0.73
H 2.47 4.26 -0.49
H 3.68 3.13 -1.04
H 5.12 3.34 1.47
H 3.94 3.91 2.58
H 4.12 4.76 1.06
H 0.07 3.01 -0.14
H 1.00 2.30 0.95
C -3.85 -0.07 -2.78
C -2.79 0.48 -3.70
C -2.57 1.95 -3.36
O -3.75 2.67 -3.63
C -3.71 3.95 -3.07
N -1.49 -0.21 -3.55
H -3.57 0.09 -1.74
H -3.90 -1.17 -2.80
H -4.85 0.29 -3.02
H -3.09 0.48 -4.75
H -1.75 2.30 -4.01
H -2.30 2.09 -2.30
H -2.89 4.58 -3.44
H -3.67 3.97 -1.97
H -4.60 4.53 -3.32
H -0.89 0.11 -4.31
H -1.66 -1.17 -3.83
C -1.74 -1.67 3.06
C -2.62 -1.86 1.84
C -3.49 -0.67 1.44
O -2.78 0.48 1.02
C -2.31 1.32 2.07
N -1.77 -2.35 0.72
H -0.76 -1.23 2.88
H -1.60 -2.63 3.55
H -2.15 -0.97 3.80
H -3.28 -2.71 2.05
H -4.26 -0.46 2.18
H -4.00 -1.00 0.53
H -3.16 1.71 2.64
H -1.89 2.20 1.57
H -1.54 0.87 2.68
H -1.39 -3.26 0.97
H -2.41 -2.63 -0.02
C 2.26 -0.76 1.80
C 2.59 -2.04 2.60
C 2.21 -3.33 1.84
O 2.51 -4.46 2.70
C 1.52 -4.62 3.71
N 4.00 -2.05 2.97
H 1.19 -0.59 1.93
H 2.47 -0.99 0.75
H 2.79 0.13 2.12
H 1.99 -2.07 3.51
H 2.88 -3.55 1.00
H 1.18 -3.39 1.48
H 0.94 -5.52 3.51
H 0.87 -3.76 3.74
H 1.92 -4.78 4.71
H 4.53 -2.11 2.10
H 4.14 -3.00 3.33
*
```


Entry 4:
This record from OMol25 describes C6N4S in the gas phase at a distorted geometry. The level of theory is ωB97M-V/def2-TZVPD.

Output
LUMO level (alpha / beta) (eV): -4.578 / -4.579
Calculated total energy (eV): -23012.129
Energy relative to the best compared isomer or geometry (same formula, charge and spin) (kcal per mole): 34.8
Maximum force (eV Å⁻¹): 3.48

```
! wB97M-V def2-TZVPD RIJCOSX def2/J DEFGRID3
* xyz 0 1
C 0.61 -1.39 1.15
C -1.08 0.31 1.52
C 1.12 -0.24 -1.48
C -0.81 1.09 -1.20
C -0.07 -0.25 0.73
C 0.32 0.49 -0.53
N 1.14 -2.35 1.48
N -1.93 0.78 2.14
N 1.78 -0.74 -2.27
N -1.72 1.52 -1.72
S 1.44 1.78 0.30
*
```


Entry 5:
This record from OMol25 describes 2 unconnected molecules or ions with the total composition H2NO3S at a distorted geometry. The level of theory is ωB97M-V/def2-TZVPD.

Output
LUMO level (alpha / beta) (eV): 3.842 / 3.750
Calculated total energy (eV): -18499.300
Energy relative to the best compared isomer or geometry (same formula, charge and spin) (kcal per mole): 68.4
Maximum force (eV Å⁻¹): 2.57

```
! wB97M-V def2-TZVPD RIJCOSX def2/J DEFGRID3
* xyz -1 1
N -0.18 -0.14 -1.73
O -1.42 0.89 1.19
O 0.24 -1.05 1.29
O 1.08 1.30 1.14
S -0.04 0.39 0.94
H 0.79 -0.63 -1.82
H -0.48 -0.76 -1.01
*
```


Entry 6:
This record from OMol25 describes a molecular structure, C48H55CrN3O3Se. The level of theory is ωB97M-V/def2-TZVPD.

Output
LUMO level (alpha / beta) (eV): 2.308 / 2.309
⟨S²⟩: 3.780
Calculated total energy (eV): -155054.319
Energy relative to the best compared isomer or geometry (same formula, charge and spin) (kcal per mole): 0.0
Maximum force (eV Å⁻¹): 0.64

```
! wB97M-V def2-TZVPD RIJCOSX def2/J DEFGRID3
* xyz -1 4
Cr -0.98 -1.01 -1.34
O -4.74 -2.97 -1.87
C -3.87 -2.23 -1.39
N -2.59 -2.19 -1.78
C -2.29 -3.19 -2.79
C -0.83 -3.50 -2.83
C -0.32 -4.55 -3.58
C 1.03 -4.78 -3.60
C 1.87 -3.95 -2.86
C 1.30 -2.92 -2.14
N -0.02 -2.70 -2.12
C -4.29 -1.37 -0.23
C -5.38 -0.52 -0.39
C -5.83 0.18 0.71
C -5.19 0.01 1.93
C -4.11 -0.85 1.99
N -3.66 -1.54 0.93
H -2.60 -2.86 -3.79
H -2.84 -4.11 -2.60
H -1.01 -5.17 -4.14
H 1.44 -5.59 -4.19
H 2.94 -4.08 -2.85
H 1.91 -2.24 -1.57
H -5.86 -0.45 -1.36
H -6.67 0.87 0.62
H -5.49 0.56 2.81
H -3.57 -1.00 2.91
C 5.35 -2.88 2.70
C 4.23 -2.03 3.30
C 3.52 -2.86 4.36
C 4.85 -0.80 3.99
C 3.27 -1.57 2.20
C 1.92 -1.89 2.18
C 1.11 -1.42 1.16
Se -0.78 -1.76 1.17
C -1.29 0.01 1.71
C -1.22 0.38 3.05
C -1.53 1.67 3.44
C -1.89 2.57 2.42
C -1.98 2.24 1.08
C -1.72 0.89 0.70
O -1.87 0.51 -0.54
C -2.28 3.29 0.01
C -3.56 2.92 -0.76
C -1.09 3.37 -0.97
C -2.49 4.68 0.61
C -1.47 2.15 4.89
C -0.42 3.27 5.01
C -2.84 2.69 5.32
C -1.07 1.02 5.84
C 1.57 -0.62 0.10
O 0.76 -0.20 -0.83
C 2.96 -0.30 0.10
C 3.74 -0.78 1.15
C 3.65 0.56 -0.98
C 4.16 1.85 -0.32
C 4.85 -0.22 -1.55
C 2.77 0.97 -2.16
H 6.05 -3.21 3.47
H 5.92 -2.33 1.95
H 4.94 -3.77 2.21
H 4.23 -3.17 5.13
H 3.07 -3.76 3.94
H 2.73 -2.29 4.85
H 5.51 -1.11 4.81
H 4.07 -0.16 4.39
H 5.45 -0.21 3.29
H 1.47 -2.49 2.96
H -0.89 -0.36 3.77
H -2.09 3.59 2.71
H -3.46 1.97 -1.27
H -3.77 3.70 -1.51
H -4.41 2.87 -0.08
H -0.91 2.42 -1.44
H -0.19 3.68 -0.43
H -1.30 4.12 -1.75
H -3.33 4.70 1.30
H -2.70 5.38 -0.20
H -1.60 5.03 1.13
H -0.69 4.13 4.39
H 0.56 2.92 4.70
H -0.35 3.62 6.05
H -3.11 3.58 4.76
H -2.83 2.95 6.39
H -3.61 1.93 5.16
H -0.07 0.64 5.62
H -1.77 0.19 5.78
H -1.07 1.39 6.87
H 4.79 -0.52 1.14
H 4.88 1.64 0.48
H 3.33 2.41 0.12
H 4.66 2.49 -1.06
H 5.60 -0.45 -0.80
H 5.33 0.38 -2.33
H 4.51 -1.16 -2.00
H 1.92 1.59 -1.86
H 2.35 0.11 -2.69
H 3.39 1.53 -2.86
C -0.92 -0.32 -3.24
C -0.77 -0.23 -4.45
C -0.61 -0.07 -5.87
C -0.86 -1.14 -6.74
C -0.69 -0.99 -8.11
C -0.27 0.22 -8.64
C -0.01 1.28 -7.78
C -0.18 1.14 -6.41
H -1.19 -2.08 -6.32
H -0.89 -1.83 -8.76
H -0.14 0.33 -9.71
H 0.32 2.23 -8.19
H 0.02 1.97 -5.74
*
```


Entry 7:
This record from OMol25 describes 3 unconnected molecules or ions with the total composition C5H13NO2 at a distorted geometry. The level of theory is ωB97M-V/def2-TZVPD.

Output
LUMO level (eV): 0.730
SMILES string: C=C/C=C/NC.O.O
Calculated total energy (eV): -10978.312
Energy relative to the best compared isomer or geometry (same formula, charge and spin) (kcal per mole): 82.3
Maximum force (eV Å⁻¹): 3.42

```
! wB97M-V def2-TZVPD RIJCOSX def2/J DEFGRID3
* xyz 0 1
C -3.08 -0.96 -0.22
N -1.67 -1.19 -0.48
C -0.74 -0.74 0.48
C 0.54 -1.11 0.22
C 1.53 -0.96 1.31
C 2.75 -0.51 1.10
H -3.40 -1.38 0.76
H -3.13 0.07 0.22
H -3.69 -1.15 -1.10
H -1.41 -1.95 -1.06
H -1.17 -0.11 1.25
H 0.61 -1.84 -0.57
H 1.10 -1.24 2.29
H 3.34 -0.28 2.02
H 3.37 -0.31 0.24
H 1.46 1.64 -0.27
H 2.12 2.78 -1.18
O 2.03 2.43 -0.28
H -1.27 2.66 -1.29
H -1.39 1.11 -1.86
O -0.89 1.79 -1.38
*
```


The lowest calculated total energy belongs to which entry? C48H55CrN3O3Se